The following is a DFT calculation (wB97M-V/def2-TZVPD) of a molecular structure, C16H44B3N2O13P3 in a non-equilibrium geometry.

Positions of all 81 atoms, in Å:
C: -1.37 7.61 3.92
C: -1.82 6.34 4.65
C: -0.73 5.24 4.53
C: -1.24 3.90 3.97
N: -0.34 3.35 2.95
B: -1.01 2.64 1.89
O: -2.19 3.08 1.25
B: -3.08 2.02 1.32
O: -2.74 0.93 0.53
B: -1.37 0.96 0.39
P: -0.55 0.48 -1.31
N: 1.01 0.40 -1.24
O: -1.02 1.56 -2.40
O: -1.16 -0.96 -1.73
O: -0.58 1.38 1.44
H: -2.13 8.39 4.00
H: -1.27 7.36 2.86
H: -0.40 7.96 4.28
H: -2.04 6.56 5.69
H: -2.74 6.02 4.17
H: -0.30 5.05 5.51
H: 0.08 5.62 3.91
H: -2.24 4.10 3.57
H: -1.39 3.18 4.78
H: 0.17 4.11 2.50
H: -3.99 1.98 2.08
H: 1.33 0.62 -0.30
H: -0.30 1.63 -3.04
H: -0.56 -1.35 -2.38
O: -4.30 -5.26 -0.22
P: -5.25 -4.99 -1.30
O: -4.50 -5.17 -2.72
C: -3.43 -6.11 -2.89
C: -3.92 -7.42 -3.47
O: -5.51 -3.40 -1.27
C: -5.01 -2.58 -0.21
C: -3.67 -1.98 -0.58
O: -6.76 -5.25 -1.78
C: -7.18 -6.53 -2.26
C: -7.03 -7.62 -1.22
H: -2.91 -6.28 -1.95
H: -2.72 -5.64 -3.58
H: -4.61 -7.92 -2.79
H: -3.08 -8.09 -3.65
H: -4.43 -7.26 -4.42
H: -4.95 -3.15 0.72
H: -5.74 -1.79 -0.06
H: -2.98 -2.74 -0.93
H: -3.23 -1.47 0.28
H: -3.79 -1.26 -1.39
H: -6.65 -6.77 -3.18
H: -8.23 -6.42 -2.52
H: -6.00 -7.69 -0.86
H: -7.31 -8.59 -1.64
H: -7.66 -7.42 -0.36
O: 5.77 2.84 0.25
P: 6.48 2.00 -0.74
O: 6.95 0.63 -0.02
C: 6.18 0.04 1.03
C: 5.26 -1.05 0.52
O: 7.89 2.74 -0.98
C: 8.15 4.04 -0.44
C: 8.86 3.93 0.90
O: 6.45 1.52 -2.25
C: 5.50 0.53 -2.69
C: 4.07 0.96 -2.50
H: 5.61 0.79 1.58
H: 6.90 -0.39 1.73
H: 4.51 -0.64 -0.16
H: 4.74 -1.52 1.35
H: 5.82 -1.81 -0.02
H: 7.24 4.62 -0.35
H: 8.80 4.55 -1.16
H: 8.33 3.26 1.57
H: 8.94 4.91 1.37
H: 9.87 3.53 0.76
H: 5.71 -0.43 -2.19
H: 5.70 0.37 -3.75
H: 3.86 1.22 -1.46
H: 3.38 0.16 -2.79
H: 3.85 1.84 -3.10

The calculation puts the HOMO energy at -9.2 eV. The LUMO energy comes out at 0.005 Ha. The value obtained for the energy is -2822.75957 a.u. As for the charge: 0. The max |F| comes out at 0.0974 hartree/bohr.